The following is a quantum chemistry calculation of a cluster of 3 separate species, CH2Cl3N3O in total at a distorted geometry, from OMol25.

Summary:
**Gap between HOMO and LUMO (alpha / beta)**: 7.56 / 7.28 eV
**Calculated total energy**: -1659.14618 Ha
**Expectation value of S²**: 2.013

The geometry in ORCA input format:
```
! wB97M-V def2-TZVPD RIJCOSX def2/J DEFGRID3
* xyz 0 3
C 0.128 1.057 -0.571
N -0.598 1.775 0.065
N -1.533 -1.238 1.598
N -2.105 -0.317 1.056
O 0.511 0.200 -1.244
Cl -0.319 2.939 1.260
Cl 4.748 -0.572 -1.190
Cl -3.037 -0.698 -0.467
H 3.662 -1.030 -1.782
H -1.457 -2.114 1.275
*
```

---

The following is a quantum chemistry calculation of a structure of composition CH2Cl4O2P2 at a distorted geometry, from OMol25.

Summary:
**Gap between HOMO and LUMO**: 9.64 eV
**Calculated total energy**: -2713.36331 Ha

The geometry in ORCA input format:
```
! wB97M-V def2-TZVPD RIJCOSX def2/J DEFGRID3
* xyz 0 1
C -0.669 0.816 0.112
O 2.134 -0.129 -1.687
O -1.072 -1.454 1.671
P 1.586 0.311 -0.414
P -1.214 -0.932 0.369
Cl 2.191 -0.848 1.081
Cl 2.190 2.139 0.166
Cl -0.305 -1.857 -1.137
Cl -3.178 -0.701 -0.064
H -1.196 0.976 -0.869
H -0.467 1.677 0.773
*
```